Formula: C16H26BBrF4IN4O6W
Source: the Open Molecules 2025 dataset
Level of theory: ωB97M-V/def2-TZVPD

The energy relative to the best compared isomer or geometry (same formula, charge and spin) is 197.1 kJ/mol. Its charge is -1. The value obtained for the HOMO-LUMO gap (alpha / beta) is 5.206 / 7.621 eV. The multiplicity is 3. The largest force on an atom comes out at 0.46 eV/Å. The calculation puts the LUMO energy (alpha / beta) at 0.0679 / 0.0680 hartree.

Each line ends with the Löwdin charge.
CARTESIAN COORDINATES (ANGSTROEM)
W (-1.7210, -1.3426, 0.0587)  1.53
N (-0.8619, 0.7028, -0.2809)  -0.04
C (-1.8662, 1.7650, -0.4129)  -0.30
C (-1.3516, 3.1559, -0.0675)  -0.13
C (-0.0342, 3.4941, -0.7671)  -0.18
C (-0.1032, 3.4724, -2.2990)  -0.21
N (1.1640, 3.1696, -2.9600)  -0.01
C (1.7660, 1.9425, -2.6142)  -0.49
N (3.0934, 1.7900, -3.1025)  0.09
N (0.8877, 0.8479, -2.7381)  0.07
C (-3.0544, 1.3095, 0.4069)  -0.56
O (-3.8425, 2.0483, 0.9396)  0.11
O (-3.1350, -0.0097, 0.4355)  -0.26
H (-0.2576, 0.8875, 0.5168)  0.11
H (-0.2787, 0.6543, -1.1279)  0.03
H (-2.2138, 1.7118, -1.4493)  0.10
H (-1.2150, 3.2190, 1.0162)  0.12
H (-2.1357, 3.8741, -0.3164)  0.13
H (0.7320, 2.7729, -0.4666)  0.09
H (0.3217, 4.4696, -0.4244)  0.11
H (-0.4549, 4.4321, -2.6819)  0.12
H (-0.8228, 2.7267, -2.6347)  0.10
H (1.8205, 3.9355, -2.9022)  0.11
H (3.7005, 2.5303, -2.7689)  0.07
H (3.4830, 0.9138, -2.7740)  0.07
H (0.4577, 0.7432, -3.6580)  0.09
H (1.2956, -0.0345, -2.4558)  0.07
O (-1.4400, -3.2005, -0.0509)  -0.35
H (0.2518, -3.6816, -0.1790)  0.08
H (-2.2125, -3.8074, 0.0507)  0.04
C (-2.4929, 0.1210, 3.4815)  -0.05
O (-1.3807, 0.0654, 2.5758)  -0.19
C (-1.2346, -1.1483, 1.9440)  -0.38
C (-0.5356, -2.1758, 2.7839)  -0.05
H (-2.5258, 1.1400, 3.8573)  0.10
H (-2.3575, -0.5758, 4.3111)  0.08
H (-3.4164, -0.1062, 2.9486)  0.10
H (-0.8876, -2.1322, 3.8166)  0.08
H (0.5377, -1.9569, 2.7887)  0.09
H (-0.6783, -3.1785, 2.3898)  0.07
I (-2.5167, -1.0940, -2.6890)  0.12
Br (6.7265, 0.5014, 0.8189)  0.66
C (5.0348, -0.3144, 0.5272)  -0.72
C (3.9364, 0.4738, 0.1901)  -0.16
C (2.7106, -0.1124, -0.0266)  -0.05
C (2.5354, -1.5232, 0.0795)  -0.16
C (3.6819, -2.2962, 0.4356)  -0.03
C (4.8999, -1.6993, 0.6522)  -0.15
C (1.2946, -2.1264, -0.1608)  -0.45
O (1.1916, -3.4600, -0.0120)  0.08
O (0.2571, -1.4517, -0.5835)  -0.28
H (4.0433, 1.5478, 0.1019)  0.09
H (1.8726, 0.5177, -0.2897)  0.07
H (3.5828, -3.3684, 0.5287)  0.11
H (5.7593, -2.3010, 0.9176)  0.09
F (-3.7355, -2.3304, 0.6155)  -0.04
B (-4.4520, -3.5978, 0.8782)  -1.18
F (-3.6139, -4.6179, 0.3416)  0.09
F (-5.6577, -3.5625, 0.2393)  0.17
F (-4.5518, -3.7302, 2.2457)  0.15

Cartesian forces (eV/Å) of the 6 atoms listed first:
W 0.0610 -0.2125 0.4080
N -0.0288 0.0220 -0.0513
C 0.0107 -0.0220 -0.0130
C 0.0055 -0.0089 0.0106
C -0.0148 -0.0195 0.0168
C -0.0081 -0.0011 0.0041


Formula: C8H8FN
Source: the Open Molecules 2025 dataset
Level of theory: ωB97M-V/def2-TZVPD

The energy relative to the best compared isomer or geometry (same formula, charge and spin) is 230.7 kJ/mol. Its charge is 0. The value obtained for the HOMO-LUMO gap is 9.952 eV. The multiplicity is 1. The largest force on an atom comes out at 5.22 eV/Å. The calculation puts the LUMO energy at 0.0288 hartree.

Each line ends with the Löwdin charge.
CARTESIAN COORDINATES (ANGSTROEM)
C (-2.4561, -0.4789, 0.2706)  -0.11
C (-2.5197, 0.8735, 0.1562)  -0.11
C (-1.2799, -1.1738, 0.1158)  -0.03
C (-1.3793, 1.5916, -0.1462)  -0.10
C (-0.0933, -0.4553, -0.1863)  -0.21
C (-0.2027, 0.9454, -0.3574)  -0.05
C (1.2294, -1.0720, -0.3405)  -0.15
C (3.5100, -0.2333, -0.3042)  -0.11
N (2.3318, -0.1814, 0.1587)  -0.07
F (4.4449, 0.5713, 0.4605)  -0.12
H (-3.3271, -0.9627, 0.8171)  0.13
H (-3.4135, 1.5704, 0.3032)  0.13
H (-1.2615, -2.2338, 0.0934)  0.10
H (-1.5154, 2.6347, -0.3185)  0.10
H (1.4047, -2.0870, 0.1018)  0.13
H (1.7864, -1.3194, -1.3467)  0.15
H (0.6836, 1.5505, -0.5040)  0.11
H (2.0578, 0.4600, 1.0264)  0.20

Cartesian forces (eV/Å) of the 6 atoms listed first:
C -2.2380 -1.2556 2.2780
C -1.0109 2.7186 0.0430
C 1.7905 1.1793 -1.0075
C -0.9392 -0.2050 -0.6690
C -1.6021 0.7138 -0.5636
C 1.2482 -0.7371 0.6989


Formula: C14H43NO7
Source: the Open Molecules 2025 dataset
Level of theory: ωB97M-V/def2-TZVPD

As for the SMILES: COC[C@H](C)N.CCO.CCO.CCO.CCO.CCO.O. The energy relative to the best compared isomer or geometry (same formula, charge and spin) is 37.7 kJ/mol. Its charge is 0. The value obtained for the HOMO-LUMO gap is 9.183 eV. The multiplicity is 1. The largest force on an atom comes out at 2.00 eV/Å. The calculation puts the LUMO energy at 0.0131 hartree.

Each line ends with the Löwdin charge.
CARTESIAN COORDINATES (ANGSTROEM)
C (4.9005, -1.7755, -0.6780)  -0.14
O (4.6219, -1.0692, 0.4879)  -0.20
C (3.8684, -1.8384, 1.4722)  -0.17
C (2.3874, -1.4740, 1.4567)  -0.44
C (2.0749, -0.2281, 2.1862)  -0.07
N (1.5846, -2.6235, 2.0117)  0.03
H (3.9787, -2.1822, -1.1136)  0.08
H (5.5922, -2.6019, -0.4620)  0.09
H (5.3620, -1.0691, -1.3547)  0.08
H (3.9397, -2.9159, 1.2209)  0.12
H (4.3376, -1.6788, 2.4445)  0.12
H (2.1128, -1.3495, 0.3958)  0.13
H (2.4866, -0.1931, 3.1963)  0.08
H (1.0017, -0.0293, 2.2446)  0.08
H (2.5061, 0.5936, 1.6034)  0.08
H (1.7817, -3.4715, 1.4894)  0.05
H (0.5941, -2.4350, 1.9404)  0.05
C (-3.4327, 3.3564, 0.9853)  -0.10
C (-1.9971, 3.1351, 0.6505)  -0.30
O (-1.8797, 2.2939, -0.5479)  -0.13
H (-3.9190, 3.8356, 0.1295)  0.08
H (-3.5215, 4.0644, 1.8089)  0.08
H (-3.9116, 2.4059, 1.2011)  0.07
H (-1.4509, 2.6963, 1.4925)  0.11
H (-1.5308, 4.0807, 0.3413)  0.11
H (-2.1296, 1.3582, -0.3333)  0.06
C (1.4273, 3.7705, -2.1544)  -0.08
C (1.7349, 3.4092, -0.7221)  -0.26
O (1.1088, 2.1411, -0.3158)  -0.12
H (1.9730, 4.6439, -2.5009)  0.08
H (0.3480, 3.8676, -2.2719)  0.08
H (1.7431, 2.9231, -2.7677)  0.06
H (1.3886, 4.2004, -0.0452)  0.11
H (2.8047, 3.2544, -0.5957)  0.11
H (0.1355, 2.2358, -0.3800)  0.05
C (-3.1141, 1.0883, 4.7121)  -0.10
C (-3.4772, -0.0222, 3.8417)  -0.37
O (-2.9707, 0.2657, 2.5752)  -0.08
H (-3.4987, 0.9244, 5.7183)  0.08
H (-3.6118, 2.0039, 4.3607)  0.08
H (-2.0458, 1.2715, 4.7079)  0.08
H (-4.5655, -0.1311, 3.7668)  0.12
H (-3.0708, -0.9596, 4.2476)  0.12
H (-3.1117, -0.5086, 2.0182)  0.08
C (0.4021, 0.2030, -4.2408)  -0.08
C (1.6675, -0.0251, -3.4092)  -0.34
O (1.4391, -0.1356, -2.0282)  -0.10
H (-0.4083, -0.4277, -3.8818)  0.06
H (0.6081, -0.0095, -5.2963)  0.07
H (0.0795, 1.2436, -4.1722)  0.07
H (2.3728, 0.7921, -3.6336)  0.10
H (2.1558, -0.9506, -3.7117)  0.11
H (1.2663, 0.7553, -1.6346)  0.05
C (-1.2142, -3.4795, -2.2727)  -0.08
C (-2.3733, -4.1556, -1.5372)  -0.29
O (-2.6950, -3.4028, -0.3501)  -0.09
H (-0.3070, -3.4634, -1.6620)  0.08
H (-1.4230, -2.4242, -2.4880)  0.06
H (-0.9730, -3.9717, -3.2109)  0.08
H (-2.0445, -5.1804, -1.2767)  0.12
H (-3.2448, -4.2603, -2.1980)  0.11
H (-3.2082, -3.9635, 0.2362)  0.09
O (-1.6587, -0.5508, -0.2698)  -0.07
H (-1.9147, -1.4966, -0.3878)  0.02
H (-1.0821, -0.3602, -1.0389)  0.04

Cartesian forces (eV/Å) of the 6 atoms listed first:
C -0.1878 -0.4235 0.0948
O -0.7142 -0.0348 1.6062
C 0.3701 -0.2083 -0.9781
C -0.7863 -1.6939 -0.6322
C -0.0483 1.3647 0.0867
N 0.9713 0.4132 0.1000


Formula: C27H29N7O4S3W
Source: the Open Molecules 2025 dataset
Level of theory: ωB97M-V/def2-TZVPD

The energy relative to the best compared isomer or geometry (same formula, charge and spin) is 256.3 kJ/mol. Its charge is +4. The value obtained for the HOMO-LUMO gap (alpha / beta) is 4.795 / 4.857 eV. The multiplicity is 1. The largest force on an atom comes out at 1.80 eV/Å. The calculation puts the LUMO energy (alpha / beta) at -0.5450 / -0.5428 hartree.

Each line ends with the Löwdin charge.
CARTESIAN COORDINATES (ANGSTROEM)
W (-0.3249, -0.1939, 0.5162)  1.86
C (0.2781, 0.6439, -2.4630)  -0.11
C (0.9548, 1.8104, -1.7857)  -0.12
N (0.6512, 1.7712, -0.3169)  -0.16
C (1.7809, 2.3669, 0.4610)  -0.20
C (3.0436, 1.5276, 0.3308)  -0.34
S (2.6432, -0.2422, 0.3024)  1.05
C (2.8603, -0.7347, -1.4343)  -0.34
C (1.5789, -1.4100, -1.8680)  -0.21
N (0.3578, -0.5714, -1.5748)  -0.20
H (-0.7742, 0.8421, -2.6518)  0.13
H (0.7446, 0.4158, -3.4220)  0.16
H (2.0291, 1.7930, -1.9259)  0.11
H (0.6048, 2.7570, -2.1993)  0.16
H (-0.1239, 2.4190, -0.1984)  0.09
H (1.9607, 3.3826, 0.1013)  0.16
H (1.4771, 2.4362, 1.5042)  0.11
H (3.6266, 1.7538, -0.5606)  0.10
H (3.7025, 1.7013, 1.1807)  0.11
H (3.1370, 0.1137, -2.0545)  0.10
H (3.6818, -1.4503, -1.4819)  0.12
H (1.5910, -1.6327, -2.9367)  0.16
H (1.4614, -2.3487, -1.3312)  0.11
H (-0.4159, -1.1374, -1.9219)  0.06
S (0.5457, 2.3433, 7.7481)  1.20
N (1.1806, 1.0647, 7.0159)  -0.17
C (0.7529, 1.0789, 5.7627)  -0.30
C (1.0877, 0.1204, 4.7450)  -0.04
C (1.9483, -0.9636, 4.9611)  0.11
C (2.2048, -1.8145, 3.9061)  0.04
C (1.6087, -1.5843, 2.6794)  -0.18
N (0.7657, -0.5590, 2.4343)  -0.09
C (0.5236, 0.2944, 3.4748)  -0.13
C (-0.3403, 1.4126, 3.1913)  -0.14
N (-0.7895, 1.5016, 1.9106)  -0.05
C (-1.5853, 2.5458, 1.6204)  -0.10
C (-1.9539, 3.5169, 2.5345)  0.04
C (-1.4960, 3.4336, 3.8359)  0.11
C (-0.6639, 2.3585, 4.1750)  -0.04
C (-0.1056, 2.1703, 5.4849)  -0.30
N (-0.3049, 2.9538, 6.5345)  -0.17
H (2.3970, -1.1134, 5.9362)  0.16
H (2.8678, -2.6624, 4.0134)  0.15
H (1.8075, -2.2572, 1.8601)  0.10
H (-1.9433, 2.6368, 0.6029)  0.11
H (-2.5923, 4.3288, 2.2125)  0.15
H (-1.7566, 4.1756, 4.5815)  0.16
C (-1.9438, -6.4863, 0.3937)  0.02
C (-1.4563, -5.0937, 0.3712)  -0.17
C (-1.0819, -4.4277, 1.5698)  0.02
C (-0.6513, -3.1283, 1.5665)  -0.21
C (-0.5154, -2.3032, 0.3824)  -0.27
C (-0.8594, -3.0525, -0.7974)  -0.06
C (-1.3273, -4.3502, -0.8040)  0.04
S (-2.8647, -1.8730, 2.0806)  1.12
O (-1.8691, -0.7809, 2.0136)  -0.57
O (-3.6015, -2.0514, 0.8830)  -0.27
N (-1.9257, 0.3746, -0.3848)  -0.18
C (-3.3540, 0.7515, -0.1915)  -0.02
C (-3.6992, -0.2217, -1.2993)  -0.39
O (-4.5833, -0.6421, -1.9159)  0.30
O (-2.3088, -0.5507, -1.4555)  -0.03
H (-1.2876, -7.1155, 1.0010)  0.12
H (-2.0398, -6.9097, -0.6025)  0.11
H (-2.9269, -6.5186, 0.8803)  0.13
H (-1.1269, -4.9679, 2.5089)  0.15
H (-0.3520, -2.7411, 2.5312)  0.09
H (-0.8448, -2.6470, -1.7997)  0.11
H (-1.5982, -4.7971, -1.7522)  0.15
H (-3.5825, 1.7838, -0.4616)  0.15
H (-3.7555, 0.5200, 0.7907)  0.12

Cartesian forces (eV/Å) of the 6 atoms listed first:
W 1.6396 0.3233 0.6613
C 0.0861 0.0900 0.1294
C -0.0609 -0.0742 -0.0139
N -0.1117 0.1453 -0.1231
C -0.0153 -0.0593 0.0669
C 0.0072 0.0155 0.0235


Formula: C30H23IN4O2SV
Source: the Open Molecules 2025 dataset
Level of theory: ωB97M-V/def2-TZVPD

The energy relative to the best compared isomer or geometry (same formula, charge and spin) is 89.4 kJ/mol. Its charge is +3. The value obtained for the HOMO-LUMO gap (alpha / beta) is 5.028 / 5.048 eV. The multiplicity is 1. The largest force on an atom comes out at 1.95 eV/Å. The calculation puts the LUMO energy (alpha / beta) at -0.4291 / -0.4283 hartree.

Each line ends with the Löwdin charge.
CARTESIAN COORDINATES (ANGSTROEM)
V (-0.5751, -0.2488, -0.4700)  0.82
C (3.0954, -1.3807, -1.1993)  -0.01
C (3.2790, 0.0691, -0.8690)  -0.23
N (4.5222, 0.5357, -0.8560)  0.17
C (4.7217, 1.8223, -0.5847)  -0.01
C (3.7176, 2.7575, -0.3294)  -0.09
C (4.0879, 4.2074, -0.0757)  -0.18
O (3.3631, 5.0962, -0.9062)  -0.04
C (2.4049, 2.2935, -0.3055)  -0.03
C (1.2769, 3.2233, -0.0437)  0.00
N (0.0931, 2.7685, 0.0135)  0.04
C (-1.0025, 3.6411, 0.1433)  -0.33
C (-1.0738, 4.7597, 0.9654)  0.01
C (-2.2337, 5.5225, 0.9945)  -0.02
C (-3.3331, 5.1844, 0.2138)  -0.03
C (-3.2948, 4.0654, -0.6108)  -0.11
C (-2.1285, 3.3294, -0.6013)  -0.54
I (-1.9573, 1.7000, -1.9239)  1.35
C (2.2290, 0.9300, -0.5728)  -0.13
O (0.9492, 0.3821, -0.5177)  -0.19
H (4.0032, -1.7327, -1.6839)  0.10
H (2.2502, -1.5476, -1.8663)  0.08
H (2.9518, -1.9610, -0.2840)  0.09
H (5.7578, 2.1436, -0.5982)  0.14
H (5.1643, 4.3255, -0.2025)  0.14
H (3.8667, 4.4665, 0.9616)  0.14
H (3.8963, 5.3469, -1.6679)  0.12
H (1.5068, 4.2844, 0.0159)  0.14
H (-0.2256, 5.0238, 1.5851)  0.13
H (-2.2801, 6.3938, 1.6334)  0.13
H (-4.2291, 5.7893, 0.2415)  0.13
H (-4.1424, 3.8004, -1.2278)  0.11
S (-2.4347, 0.0545, 3.3853)  1.22
C (-0.8349, 0.7107, 3.5722)  -0.28
C (-0.1085, 0.6626, 2.4376)  -0.12
C (-0.8656, 0.0620, 1.3772)  -0.23
C (-2.1655, -0.3275, 1.7826)  -0.45
C (-3.0787, -0.9749, 0.8429)  -0.26
C (-4.3477, -1.4439, 1.1073)  0.05
C (-5.0593, -2.0495, 0.0774)  0.03
C (-4.4771, -2.1714, -1.1753)  0.02
C (-3.2009, -1.6725, -1.3693)  -0.10
N (-2.5200, -1.0802, -0.3822)  -0.09
H (-0.5410, 1.1019, 4.5356)  0.11
H (0.9039, 1.0251, 2.3524)  0.13
H (-4.7767, -1.3421, 2.0959)  0.14
H (-6.0589, -2.4245, 0.2550)  0.14
H (-5.0002, -2.6396, -1.9974)  0.14
H (-2.7160, -1.7421, -2.3362)  0.13
N (-0.0748, -2.1007, -0.4407)  0.14
C (0.2127, -3.2257, -0.4458)  0.00
C (0.5597, -4.5832, -0.4519)  -0.20
C (1.8222, -4.9642, -0.9430)  0.01
C (2.1495, -6.3021, -0.9447)  -0.01
C (1.2364, -7.2378, -0.4619)  0.01
C (-0.0136, -6.8567, 0.0245)  -0.02
C (-0.3663, -5.5260, 0.0330)  0.01
H (2.5145, -4.2227, -1.3170)  0.12
H (3.1108, -6.6233, -1.3201)  0.13
H (1.5039, -8.2867, -0.4655)  0.13
H (-0.7035, -7.6024, 0.3934)  0.13
H (-1.3305, -5.2088, 0.4073)  0.13

Cartesian forces (eV/Å) of the 6 atoms listed first:
V -0.3187 1.1213 1.5592
C 0.0382 0.0395 0.0370
C 0.3615 -0.2049 -0.0873
N -0.1941 0.2054 0.0510
C 0.1736 -0.1105 -0.1706
C 0.0029 -0.0217 0.0233


Formula: C2H3Cl2N2
Source: the Open Molecules 2025 dataset
Level of theory: ωB97M-V/def2-TZVPD

The energy relative to the best compared isomer or geometry (same formula, charge and spin) is 462.7 kJ/mol. Its charge is +1. The value obtained for the HOMO-LUMO gap is 9.020 eV. The multiplicity is 1. The largest force on an atom comes out at 4.46 eV/Å. The calculation puts the LUMO energy at -0.1893 hartree.

Each line ends with the Löwdin charge.
CARTESIAN COORDINATES (ANGSTROEM)
C (-0.2078, -0.5023, 0.6919)  0.01
C (-0.0925, 0.5654, 0.1737)  -0.17
N (-0.3753, -2.3894, 0.9536)  -0.88
N (-0.0045, 1.8197, -0.4835)  0.17
Cl (1.0900, -2.8707, 1.6409)  0.61
Cl (-0.5890, -2.7684, -0.7276)  0.57
H (1.0449, 2.0472, -0.4352)  0.22
H (-0.8044, 2.5702, -0.2871)  0.25
H (-0.0613, 1.5283, -1.5267)  0.22

Cartesian forces (eV/Å) of the 6 atoms listed first:
C -0.2288 -3.9033 0.6116
C -0.6900 0.7116 0.4001
N -0.4094 4.4027 -0.5942
N 0.5025 -0.6566 -2.2217
Cl 0.2974 -0.2645 -0.3072
Cl 0.3920 -0.5682 0.2366